A gas-phase ion, C21H30N3O4S (charge +1). Source: OMol25; level of theory: the ωB97M-V functional and the def2-TZVPD basis.

Positions of all 59 atoms, in Å:
C1 -4.353 -2.391 -1.786
C2 -5.059 -1.662 -0.656
N1 -4.161 -0.669 -0.032
C3 -4.423 -0.408 1.393
C4 -3.878 -1.522 2.274
S1 -4.373 0.981 -0.974
O1 -4.317 0.599 -2.337
O2 -5.561 1.511 -0.410
C5 -2.872 1.721 -0.392
C6 -2.771 2.827 0.424
C7 -1.520 3.123 0.956
C8 -0.438 2.261 0.819
C9 0.866 2.525 1.496
C10 -0.605 1.098 0.045
N2 0.310 0.057 0.039
C11 -0.075 -1.244 0.073
O3 -1.240 -1.615 0.032
C12 1.106 -2.192 0.209
N3 2.344 -1.444 0.198
C13 2.872 -1.136 -1.136
C14 3.740 0.089 -1.026
C15 3.291 1.330 -1.445
C16 4.083 2.459 -1.308
C17 5.339 2.341 -0.742
C18 5.805 1.111 -0.309
C19 5.009 -0.021 -0.438
O4 5.360 -1.270 -0.022
C20 6.663 -1.475 0.479
C21 -1.789 0.906 -0.652
H1 -4.111 -1.707 -2.594
H2 -5.001 -3.168 -2.180
H3 -3.440 -2.858 -1.422
H4 -5.383 -2.376 0.104
H5 -5.937 -1.124 -1.025
H6 -3.184 -1.007 -0.118
H7 -5.499 -0.276 1.526
H8 -3.935 0.536 1.648
H9 -4.418 -2.453 2.129
H10 -2.826 -1.693 2.056
H11 -3.974 -1.240 3.318
H12 -3.633 3.439 0.632
H13 -1.403 4.017 1.549
H14 1.082 1.746 2.227
H15 0.849 3.483 2.007
H16 1.680 2.532 0.771
H17 1.303 0.194 0.239
H18 0.990 -2.719 1.160
H19 1.026 -2.947 -0.588
H20 3.070 -1.899 0.737
H21 2.034 -0.936 -1.808
H22 3.455 -1.971 -1.546
H23 2.316 1.411 -1.906
H24 3.725 3.418 -1.647
H25 5.969 3.210 -0.635
H26 6.788 1.046 0.128
H27 6.734 -2.541 0.687
H28 7.423 -1.199 -0.257
H29 6.828 -0.915 1.405
H30 -1.881 0.109 -1.370

Results
* SMILES string: CC[NH+](CC)S(=O)(=O)c1ccc(C)c(NC(=O)CNCc2ccccc2OC)c1
* energy relative to the best compared isomer or geometry (same formula, charge and spin): 9.4 kJ/mol
* 2S+1: 1
* HOMO energy: -0.3999 Eh
* total charge: +1
* LUMO energy: -2.970 eV

***

C21H30N6O in the gas phase in a non-equilibrium geometry. Source: OMol25; level of theory: the ωB97M-V functional and the def2-TZVPD basis.

Positions of all 58 atoms, in Å:
O1 -4.304 -0.871 1.035
C1 -3.261 -0.512 0.516
C2 -2.236 -1.537 0.035
C3 -2.932 -2.880 -0.205
C4 -1.919 -3.968 -0.546
C5 -0.855 -4.059 0.549
N1 -0.235 -2.765 0.721
C6 0.969 -2.506 0.182
N2 1.693 -3.545 -0.266
C7 2.910 -3.352 -0.736
N3 3.574 -2.218 -0.855
C8 2.858 -1.175 -0.432
C9 1.557 -1.226 0.094
N4 1.151 0.053 0.404
C10 2.152 0.826 0.084
N5 3.219 0.140 -0.427
C11 4.474 0.661 -0.900
C12 5.107 1.718 0.029
C13 4.464 1.786 1.416
C14 3.182 2.626 1.437
C15 2.226 2.292 0.282
C16 -1.151 -1.724 1.113
N6 -2.959 0.797 0.378
C17 -1.793 1.387 -0.237
C18 -2.184 2.068 -1.551
C19 -3.251 3.127 -1.285
C20 -4.439 2.495 -0.562
C21 -3.967 1.788 0.708
H1 -1.765 -1.206 -0.895
H2 -3.660 -2.775 -1.012
H3 -3.483 -3.149 0.698
H4 -2.422 -4.930 -0.651
H5 -1.427 -3.736 -1.494
H6 -0.075 -4.773 0.284
H7 -1.317 -4.350 1.498
H8 3.428 -4.242 -1.070
H9 4.330 1.082 -1.903
H10 5.127 -0.211 -0.997
H11 6.165 1.479 0.140
H12 5.046 2.705 -0.433
H13 5.174 2.228 2.117
H14 4.252 0.775 1.768
H15 3.439 3.686 1.382
H16 2.670 2.455 2.386
H17 2.583 2.755 -0.642
H18 1.229 2.674 0.498
H19 -0.598 -0.801 1.282
H20 -1.638 -2.029 2.046
H21 -1.005 0.654 -0.392
H22 -1.401 2.143 0.455
H23 -1.300 2.520 -2.005
H24 -2.577 1.318 -2.240
H25 -3.578 3.577 -2.223
H26 -2.826 3.918 -0.662
H27 -5.176 3.256 -0.303
H28 -4.919 1.764 -1.215
H29 -4.794 1.270 1.196
H30 -3.534 2.514 1.406

Results
* SMILES string: O=C([C@@H]1CCCN(c2ncnc3c2nc2n3CCCCC2)C1)N1CCCCC1
* energy relative to the best compared isomer or geometry (same formula, charge and spin): 0.0 kJ/mol
* 2S+1: 1
* HOMO energy: -0.2878 Eh
* LUMO energy: 0.660 eV

***

A molecular structure, C21H30N7OPt. Source: OMol25; level of theory: the ωB97M-V functional and the def2-TZVPD basis.

Positions of all 60 atoms, in Å:
Pt1 0.147 -1.274 -0.140
C1 2.576 -1.947 1.244
N1 2.199 -1.178 0.013
C2 2.881 -1.583 -1.255
C3 1.873 -1.562 -2.359
N2 0.558 -1.526 -2.128
C4 -0.072 -1.825 -3.346
C5 -1.406 -2.040 -3.691
C6 -1.680 -2.339 -5.008
C7 -0.666 -2.425 -5.977
C8 0.659 -2.244 -5.647
C9 0.926 -1.959 -4.312
N3 2.134 -1.787 -3.642
C10 1.499 -1.696 2.252
N4 0.337 -1.163 1.878
C11 -0.483 -1.114 3.015
C12 -1.764 -0.603 3.224
C13 -2.269 -0.684 4.506
C14 -1.521 -1.232 5.561
C15 -0.238 -1.703 5.372
C16 0.260 -1.632 4.077
N5 1.507 -1.976 3.547
H1 2.621 -3.007 0.993
H2 3.558 -1.632 1.602
H3 2.441 -0.204 0.186
H4 3.739 -0.937 -1.448
H5 3.249 -2.604 -1.146
H6 -2.199 -2.017 -2.962
H7 -2.704 -2.523 -5.306
H8 -0.932 -2.656 -6.999
H9 1.447 -2.335 -6.382
H10 3.053 -1.851 -4.059
H11 -2.343 -0.119 2.444
H12 -3.259 -0.300 4.711
H13 -1.957 -1.269 6.550
H14 0.346 -2.098 6.192
H15 2.283 -2.358 4.071
N6 -1.909 -1.578 0.027
C17 -3.063 -0.823 -0.577
C18 -2.859 0.673 -0.752
C19 -1.848 1.023 -1.858
C20 -0.507 1.565 -1.386
N7 0.000 0.853 -0.163
H16 -1.961 -2.572 -0.217
H17 -2.044 -1.578 1.039
H18 -3.921 -1.031 0.063
H19 -3.280 -1.264 -1.545
H20 -2.634 1.161 0.203
H21 -3.838 1.071 -1.023
H22 -2.269 1.783 -2.516
H23 -1.687 0.151 -2.491
H24 -0.583 2.621 -1.122
H25 0.245 1.468 -2.167
H26 -0.640 1.076 0.599
H27 0.862 1.318 0.120
C21 0.643 -4.184 -0.760
O1 0.107 -3.225 0.142
H28 0.341 -5.152 -0.358
H29 1.737 -4.177 -0.792
H30 0.241 -4.106 -1.772

Results
* energy relative to the best compared isomer or geometry (same formula, charge and spin): 0.0 kJ/mol
* 2S+1: 1
* HOMO energy: -0.6438 Eh
* total charge: +3
* LUMO energy: -9.823 eV

***

A molecular structure, C21H31As3AuO6S. Source: OMol25; level of theory: the ωB97M-V functional and the def2-TZVPD basis.

Positions of all 63 atoms, in Å:
Au1 0.217 1.380 1.401
O1 -3.360 3.225 1.450
As1 -3.164 1.699 0.586
O2 -4.632 1.006 0.362
O3 -1.999 0.762 1.353
C1 -2.505 2.213 -1.189
C2 -3.243 1.594 -2.202
C3 -2.933 1.784 -3.538
C4 -1.878 2.613 -3.892
C5 -1.143 3.245 -2.905
C6 -1.444 3.045 -1.557
S1 -0.416 4.002 -0.444
O4 0.937 3.826 -0.937
O5 -0.933 5.347 -0.464
O6 -0.607 3.367 0.895
H1 -2.477 3.604 1.580
H2 -4.075 0.969 -1.900
H3 -3.521 1.293 -4.305
H4 -1.636 2.775 -4.935
H5 -0.322 3.902 -3.162
C7 3.195 1.629 -0.662
As2 1.413 0.880 -0.903
C8 1.345 0.955 -2.862
C9 1.785 -1.050 -0.736
C10 3.074 -1.553 -0.562
C11 3.292 -2.915 -0.402
C12 2.215 -3.792 -0.412
C13 0.931 -3.296 -0.588
C14 0.699 -1.934 -0.756
As3 -1.118 -1.214 -1.083
C15 -1.567 -2.453 -2.544
C16 -2.105 -2.127 0.332
H6 3.545 1.443 0.352
H7 3.082 2.704 -0.802
H8 3.910 1.236 -1.385
H9 2.125 0.310 -3.266
H10 1.500 1.990 -3.168
H11 0.366 0.624 -3.202
H12 3.921 -0.878 -0.537
H13 4.300 -3.289 -0.264
H14 2.375 -4.856 -0.285
H15 0.094 -3.986 -0.593
H16 -1.433 -3.494 -2.247
H17 -0.939 -2.241 -3.409
H18 -2.610 -2.290 -2.819
H19 -1.825 -3.178 0.424
H20 -3.165 -2.044 0.090
H21 -1.946 -1.587 1.265
C17 0.694 -2.191 2.836
C18 0.831 -0.797 3.486
C19 1.950 -0.836 4.541
C20 -0.499 -0.396 4.123
C21 1.281 0.139 2.435
H22 0.454 -2.921 3.612
H23 1.618 -2.496 2.336
H24 -0.107 -2.195 2.096
H25 1.664 -1.534 5.330
H26 2.101 0.147 4.991
H27 2.897 -1.168 4.109
H28 -0.837 -1.175 4.811
H29 -1.266 -0.232 3.362
H30 -0.388 0.537 4.679
H31 2.286 -0.126 2.082

Results
* energy relative to the best compared isomer or geometry (same formula, charge and spin): 23.5 kJ/mol
* 2S+1: 1
* HOMO energy (spin up / spin down): -0.1790 / -0.1790 Eh
* total charge: -1
* LUMO energy (spin up / spin down): 1.769 / 1.765 eV

***

A molecular structure, C21H31AsN4O2PdS2 in a non-equilibrium geometry. Source: OMol25; level of theory: the ωB97M-V functional and the def2-TZVPD basis.

Positions of all 62 atoms, in Å:
Pd1 0.216 0.154 -0.673
S1 -2.398 1.874 2.308
C1 -1.454 3.254 1.929
C2 -0.305 2.941 1.278
C3 -0.198 1.534 1.055
C4 -1.242 0.818 1.624
C5 -1.416 -0.635 1.516
C6 -2.291 -1.358 2.310
C7 -2.376 -2.730 2.140
C8 -1.592 -3.342 1.174
C9 -0.762 -2.558 0.394
N1 -0.678 -1.236 0.560
H1 -1.819 4.234 2.198
H2 0.387 3.686 0.910
H3 -2.888 -0.857 3.061
H4 -3.047 -3.314 2.756
H5 -1.627 -4.409 1.010
H6 -0.156 -2.981 -0.394
C10 2.168 -2.672 -3.092
O1 1.421 -2.123 -1.946
C11 1.087 -0.876 -2.004
O2 1.363 0.001 -2.781
H7 2.830 -3.420 -2.672
H8 2.720 -1.870 -3.573
H9 1.449 -3.119 -3.771
C12 -4.227 -1.982 -3.545
C13 -3.218 -1.224 -4.407
C14 -2.654 -0.039 -3.688
N2 -1.820 -0.111 -2.714
N3 -1.483 1.116 -2.179
C15 -2.076 2.107 -2.785
N4 -1.921 3.403 -2.440
S2 -3.117 1.597 -4.068
H10 -4.651 -2.816 -4.100
H11 -5.045 -1.330 -3.236
H12 -3.746 -2.372 -2.648
H13 -3.684 -0.897 -5.337
H14 -2.385 -1.872 -4.686
H15 -1.222 3.639 -1.759
H16 -2.317 4.143 -2.990
C16 1.243 1.829 4.134
C17 2.164 2.005 2.937
As1 1.708 0.963 1.349
C18 2.239 -0.863 1.790
C19 1.647 -1.487 3.044
C20 2.931 1.722 0.033
C21 4.339 1.147 0.160
H17 1.571 2.495 4.932
H18 1.253 0.817 4.531
H19 0.209 2.093 3.893
H20 3.190 1.701 3.166
H21 2.213 3.046 2.617
H22 3.324 -0.758 1.880
H23 2.043 -1.465 0.905
H24 2.020 -1.014 3.950
H25 1.954 -2.533 3.080
H26 0.558 -1.461 3.060
H27 2.916 2.795 0.233
H28 2.533 1.577 -0.973
H29 4.728 1.220 1.177
H30 5.013 1.709 -0.485
H31 4.376 0.103 -0.151

Results
* energy relative to the best compared isomer or geometry (same formula, charge and spin): 151.3 kJ/mol
* 2S+1: 1
* HOMO energy: -0.5071 Eh
* total charge: +2
* LUMO energy: -6.669 eV

***

A molecular structure, C21H31BIrN4S5. Source: OMol25; level of theory: the ωB97M-V functional and the def2-TZVPD basis.

Positions of all 63 atoms, in Å:
Ir1 0.194 0.351 0.328
C1 0.169 3.182 2.292
C2 0.990 2.108 2.992
S1 0.601 0.370 2.633
C3 -1.005 0.035 3.417
C4 -2.277 0.268 2.606
S2 -2.064 0.548 0.810
C5 -2.417 2.330 0.532
C6 -2.663 3.268 1.702
S3 -1.462 3.357 3.062
H1 0.066 2.957 1.229
H2 0.697 4.133 2.370
H3 0.956 2.222 4.076
H4 2.036 2.183 2.687
H5 -1.028 0.613 4.340
H6 -0.924 -1.020 3.679
H7 -2.839 1.110 2.996
H8 -2.904 -0.617 2.668
H9 -3.304 2.351 -0.101
H10 -1.589 2.676 -0.085
H11 -3.598 3.016 2.205
H12 -2.803 4.262 1.277
C7 3.354 3.408 -1.399
N1 3.207 2.173 -2.151
C8 3.432 2.025 -3.503
C9 3.152 0.736 -3.799
N2 2.765 0.102 -2.641
B1 2.335 -1.391 -2.557
N3 0.846 -1.524 -3.073
C10 0.451 -2.591 -3.846
C11 -0.877 -2.484 -4.077
N4 -1.296 -1.344 -3.430
C12 -2.657 -0.832 -3.433
C13 -0.232 -0.773 -2.823
S4 -0.343 0.731 -1.958
C14 2.796 0.993 -1.652
S5 2.456 0.747 0.039
H13 3.779 4.159 -2.058
H14 4.017 3.256 -0.550
H15 2.383 3.745 -1.040
H16 3.779 2.838 -4.114
H17 3.210 0.206 -4.733
H18 2.419 -1.765 -1.421
H19 3.010 -2.029 -3.320
H20 1.158 -3.334 -4.166
H21 -1.554 -3.102 -4.640
H22 -3.331 -1.655 -3.656
H23 -2.773 -0.051 -4.183
H24 -2.887 -0.421 -2.454
C15 -0.244 -1.674 0.071
C16 -0.420 -2.441 1.333
C17 -1.683 -2.869 1.741
C18 -1.849 -3.566 2.930
C19 -0.748 -3.851 3.726
C20 0.521 -3.457 3.315
C21 0.683 -2.763 2.128
H25 -1.131 -1.766 -0.556
H26 0.629 -2.020 -0.481
H27 -2.541 -2.664 1.109
H28 -2.835 -3.899 3.229
H29 -0.874 -4.397 4.651
H30 1.385 -3.700 3.920
H31 1.673 -2.460 1.803

Results
* energy relative to the best compared isomer or geometry (same formula, charge and spin): 0.0 kJ/mol
* 2S+1: 1
* HOMO energy: -0.3922 Eh
* total charge: +1
* LUMO energy: -2.885 eV

***

8 unconnected molecules or ions with the total composition C21H31Br6F2N3O6 in a non-equilibrium geometry. Source: OMol25; level of theory: the ωB97M-V functional and the def2-TZVPD basis.

Positions of all 69 atoms, in Å:
C1 3.240 2.371 -3.232
N1 2.372 1.172 -3.179
O1 2.899 0.101 -3.411
O2 1.187 1.321 -2.994
H1 3.990 2.312 -4.011
H2 3.621 2.596 -2.242
H3 2.539 3.150 -3.534
C2 -0.898 -0.685 -1.193
N2 -1.894 0.213 -0.564
O3 -2.637 0.878 -1.243
O4 -1.863 0.272 0.652
H4 0.035 -0.325 -0.780
H5 -1.028 -0.556 -2.263
H6 -1.191 -1.699 -0.940
C3 -3.038 -1.594 4.197
N3 -2.863 -2.557 3.092
O5 -2.804 -2.086 1.972
O6 -2.827 -3.748 3.337
H7 -2.327 -1.815 4.987
H8 -4.054 -1.724 4.565
H9 -2.943 -0.586 3.816
F1 5.132 -0.871 3.144
C4 3.869 -1.233 2.863
C5 3.629 -2.123 1.836
C6 2.378 -2.717 1.700
C7 1.340 -2.327 2.533
C8 1.594 -1.400 3.552
C9 2.857 -0.885 3.742
H10 4.368 -2.340 1.073
H11 2.153 -3.482 0.969
H12 0.330 -2.698 2.429
H13 0.796 -1.051 4.198
H14 2.975 -0.168 4.543
F2 0.363 2.518 -0.327
C10 1.363 3.344 -0.011
C11 1.101 4.710 0.098
C12 2.079 5.577 0.551
C13 3.345 5.049 0.803
C14 3.624 3.703 0.620
C15 2.650 2.837 0.152
H15 0.087 5.005 -0.148
H16 1.953 6.645 0.654
H17 4.178 5.645 1.156
H18 4.634 3.348 0.777
H19 2.745 1.772 -0.018
Br1 -3.067 -3.832 -8.036
C16 -2.506 -2.366 -6.853
C17 -1.166 -2.709 -6.259
Br2 -0.519 -1.315 -5.024
H20 -3.282 -2.259 -6.104
H21 -2.392 -1.433 -7.402
H22 -0.364 -2.901 -6.966
H23 -1.222 -3.633 -5.682
Br3 1.571 2.647 4.582
C18 0.185 3.253 3.316
C19 -0.871 2.181 3.044
Br4 -1.900 1.923 4.709
H24 0.700 3.587 2.424
H25 -0.312 4.050 3.859
H26 -0.424 1.237 2.737
H27 -1.582 2.455 2.268
Br5 -3.257 -2.832 -3.158
C20 -3.381 -3.684 -1.383
C21 -4.439 -3.068 -0.497
Br6 -6.224 -3.238 -1.266
H28 -2.410 -3.530 -0.910
H29 -3.494 -4.760 -1.471
H30 -4.262 -2.019 -0.288
H31 -4.447 -3.621 0.440

Results
* SMILES string: C[N+](=O)[O-].C[N+](=O)[O-].C[N+](=O)[O-].Fc1ccccc1.Fc1ccccc1.BrCCBr.BrCCBr.BrCCBr
* 2S+1: 1
* HOMO energy: -0.3449 Eh
* LUMO energy: 0.053 eV

***

A molecular structure, C21H31BrIN5O3PSSr. Source: OMol25; level of theory: the ωB97M-V functional and the def2-TZVPD basis.

Positions of all 65 atoms, in Å:
Sr1 0.180 -0.703 -0.807
N1 1.727 -0.611 -3.052
C1 2.585 -1.106 -2.021
C2 2.361 -2.390 -1.519
C3 3.048 -2.811 -0.382
C4 3.930 -1.946 0.248
C5 4.175 -0.687 -0.277
C6 3.495 -0.254 -1.408
S1 4.645 -2.367 1.855
O1 6.043 -2.059 1.722
O2 3.894 -1.429 2.693
O3 4.279 -3.751 2.039
H1 2.055 0.275 -3.420
H2 1.624 -1.236 -3.844
H3 1.688 -3.070 -2.041
H4 2.908 -3.799 0.040
H5 4.891 -0.045 0.222
H6 3.674 0.734 -1.820
C7 -1.204 -0.461 2.213
N2 0.200 -0.732 1.793
C8 1.034 0.414 2.291
N3 0.915 0.608 3.716
C9 -0.488 0.853 4.040
N4 -1.349 -0.267 3.635
C10 -0.869 -1.484 4.313
N5 0.522 -1.760 3.986
C11 0.663 -1.950 2.562
C12 1.352 -0.622 4.398
H7 -1.828 -1.307 1.901
H8 -1.546 0.452 1.702
H9 0.689 1.324 1.784
H10 2.076 0.216 2.026
H11 -0.827 1.762 3.535
H12 -0.585 0.997 5.116
H13 -1.493 -2.327 4.012
H14 -0.968 -1.343 5.389
H15 0.046 -2.797 2.246
H16 1.712 -2.142 2.332
H17 2.390 -0.833 4.155
H18 1.251 -0.478 5.474
Br1 -6.638 -0.175 -0.941
C13 -5.662 -0.198 -2.552
C14 -6.362 -0.217 -3.752
C15 -5.684 -0.236 -4.959
C16 -4.297 -0.235 -4.982
C17 -3.589 -0.215 -3.792
C18 -4.274 -0.196 -2.585
I1 -3.182 -0.152 -0.792
H19 -7.443 -0.219 -3.728
H20 -6.244 -0.252 -5.883
H21 -3.764 -0.251 -5.923
H22 -2.507 -0.213 -3.804
C19 -0.924 2.871 -2.597
P1 0.073 2.379 -1.147
C20 -0.592 3.448 0.175
C21 1.690 3.152 -1.502
H23 -0.866 3.947 -2.765
H24 -1.968 2.598 -2.435
H25 -0.568 2.359 -3.492
H26 -0.757 4.460 -0.198
H27 0.112 3.498 1.005
H28 -1.539 3.051 0.544
H29 1.597 4.234 -1.603
H30 2.098 2.760 -2.435
H31 2.394 2.936 -0.698

Results
* energy relative to the best compared isomer or geometry (same formula, charge and spin): 201.5 kJ/mol
* 2S+1: 1
* HOMO energy: -0.3949 Eh
* total charge: +1
* LUMO energy: -3.664 eV

***

E_tot (computed, hartree): -1681.402761 -1222.078957 -1395.167195 -8511.448332 -4347.770708 -3157.896036 -17078.020450 -4960.105002